83
Properties=species:S:1:pos:R:3:forces:R:3 method="wB97M-V/def2-TZVPD" relative_energy_kcal_mol=0.0 e_lumo_ev=-7.468 total_energy_ev=-108341.4640 homo_lumo_gap_ha=0.213 charge=+2
Sn 1.6098 -0.6256 -0.3545 -0.074 0.658 -0.372
C 1.2155 2.1690 4.6776 0.157 0.140 -0.276
S 0.3010 2.3704 3.1170 0.281 0.373 0.206
C 1.4192 1.5726 2.0112 -1.018 0.654 0.739
S 1.4257 -0.1487 2.1047 -0.055 -1.688 -0.243
N 2.0927 2.2564 1.1786 0.181 1.008 0.556
N 2.8443 1.4495 0.4418 0.057 -1.551 -2.386
C 4.0253 1.7153 0.0908 0.408 0.418 0.165
C 4.8290 0.6958 -0.5925 -0.059 -0.196 -0.019
C 6.1031 1.0080 -1.0263 0.111 0.126 -0.022
C 6.9010 0.0061 -1.5622 -0.003 0.071 -0.012
C 6.3935 -1.2755 -1.6238 0.086 -0.030 -0.021
C 5.1022 -1.5031 -1.1695 -0.156 0.093 0.093
N 4.3172 -0.5476 -0.6762 -0.097 0.063 0.120
H 0.5275 2.4709 5.4641 0.003 -0.030 -0.016
H 1.5104 1.1347 4.8197 -0.019 -0.071 0.117
H 2.0822 2.8250 4.6711 0.013 -0.041 0.122
H 4.5018 2.6518 0.3749 -0.005 0.013 0.046
H 6.4696 2.0236 -0.9393 -0.018 -0.043 0.027
H 7.9022 0.2271 -1.9069 -0.014 -0.007 -0.007
H 6.9868 -2.0920 -2.0121 -0.051 -0.016 0.025
H 4.6825 -2.4965 -1.1865 0.101 -0.020 -0.009
C -2.9970 -3.8834 0.2225 0.128 0.084 0.017
C -2.7101 -3.1215 -1.0826 -0.102 -0.208 0.171
C -1.4363 -2.4183 -1.0017 -0.289 -0.097 -0.083
N -0.4265 -1.8925 -0.8937 0.789 0.635 0.293
H -3.9166 -4.4528 0.1120 -0.005 0.018 -0.015
H -3.1145 -3.1911 1.0560 -0.014 -0.018 -0.013
H -2.1869 -4.5739 0.4570 -0.037 -0.015 -0.003
H -3.4936 -2.3900 -1.2852 0.104 0.069 -0.078
H -2.6682 -3.8117 -1.9262 0.075 0.071 -0.072
S 2.3406 -0.3675 -2.8091 -0.299 -0.118 1.365
C 0.8732 -0.2652 -3.6186 -0.565 -0.023 -0.201
N -0.1050 -0.1977 -4.2298 0.392 -0.111 0.123
O -0.1832 0.9772 -0.3614 0.702 -0.628 -0.240
P -1.5014 1.7495 -0.4265 -0.067 -0.079 -0.174
C -2.2514 1.8323 1.2036 0.042 -0.085 -0.043
C -3.0580 2.9025 1.5878 0.082 -0.027 0.036
C -3.6446 2.9025 2.8451 -0.001 0.036 -0.002
C -3.4516 1.8272 3.7049 0.040 -0.069 -0.030
C -2.6614 0.7533 3.3164 -0.176 -0.131 -0.087
C -2.0598 0.7555 2.0678 -0.387 -0.008 -0.167
C -2.7311 0.9764 -1.4857 0.029 0.036 0.160
C -2.4778 0.9365 -2.8555 -0.150 -0.040 0.024
C -3.3653 0.2936 -3.7050 -0.007 0.052 0.040
C -4.5197 -0.2843 -3.1875 0.032 0.027 -0.035
C -4.7962 -0.2084 -1.8272 -0.028 0.024 0.030
C -3.9070 0.4261 -0.9692 0.102 -0.093 -0.101
C -1.2376 3.3991 -1.0742 0.078 -0.139 0.070
C -2.3089 4.1574 -1.5484 0.033 0.028 -0.016
C -2.0866 5.4516 -1.9921 -0.019 -0.017 -0.015
C -0.8006 5.9784 -1.9839 0.023 -0.001 0.013
C 0.2664 5.2207 -1.5218 0.031 -0.096 0.001
C 0.0518 3.9274 -1.0657 -0.132 0.070 -0.023
H -3.2296 3.7251 0.9048 0.047 0.058 0.100
H -4.2568 3.7386 3.1584 -0.004 -0.030 -0.051
H -3.9353 1.8169 4.6738 0.053 0.041 -0.012
H -2.5249 -0.0895 3.9835 0.021 0.044 -0.010
H -1.4464 -0.0744 1.7446 0.069 -0.049 0.084
H -1.5934 1.4126 -3.2547 -0.016 -0.021 -0.032
H -3.1577 0.2594 -4.7664 -0.011 -0.033 0.024
H -5.2170 -0.7804 -3.8514 0.011 0.025 0.016
H -5.7090 -0.6400 -1.4346 -0.005 0.049 -0.014
H -4.1269 0.4981 0.0893 0.001 -0.034 -0.030
H -3.3074 3.7354 -1.5860 0.022 0.022 0.003
H -2.9136 6.0490 -2.3526 0.012 -0.028 -0.020
H -0.6280 6.9821 -2.3505 -0.020 -0.008 0.037
H 1.2674 5.6330 -1.5183 -0.036 0.010 -0.016
H 0.8701 3.3203 -0.7055 0.037 0.068 0.023
S 2.8798 -5.4110 -1.0036 -0.063 0.070 0.076
C 2.6864 -3.7428 -1.2950 -0.062 -0.076 -0.254
N 2.1183 -3.0585 -0.3481 -0.164 0.987 0.395
C 1.7574 -3.8780 0.7244 -0.025 -0.085 0.085
C 1.0697 -3.4874 1.8765 0.010 0.024 -0.143
C 0.7449 -4.4483 2.8087 0.012 0.049 -0.009
C 1.1182 -5.7875 2.6247 0.016 -0.046 -0.008
C 1.8082 -6.1865 1.5004 0.009 -0.055 -0.047
C 2.1108 -5.2181 0.5430 0.008 0.113 -0.120
H 3.0009 -3.3012 -2.2343 -0.082 -0.021 0.088
H 0.7933 -2.4501 2.0160 -0.129 -0.217 0.089
H 0.1911 -4.1699 3.6967 0.061 0.006 -0.025
H 0.8565 -6.5224 3.3750 0.019 0.032 -0.017
H 2.0955 -7.2204 1.3574 -0.025 0.035 0.010